1.
Below is a molecular structure, C7H7N in a non-equilibrium geometry, with properties calculated with ωB97M-V with the def2-TZVPD basis set.

```
15
Properties=species:S:1:pos:R:3:forces:R:3
C -0.3518 -3.0718 0.4842 0.82 1.81 -0.22
C 0.0594 -1.9545 0.2635 -0.47 -0.98 -0.52
C 0.3372 -0.6077 -0.0574 1.70 2.10 3.15
C 1.0032 0.2945 0.8126 -1.79 -1.98 -2.92
C 0.4213 1.5926 0.3133 0.35 1.51 -0.59
C -1.0839 1.1753 0.3032 -0.70 1.62 -0.52
C -0.5439 0.3430 -0.8729 1.52 -1.07 -1.20
H -0.6652 -4.0066 0.8051 -0.34 -1.07 0.21
H 1.4973 0.0751 1.7278 0.47 -0.06 0.35
H 0.7309 2.6124 0.6278 -0.01 -0.97 0.34
H -1.3952 0.6922 1.2337 -0.38 -0.06 -0.46
H -1.7662 1.9969 -0.0367 0.39 -0.56 0.45
H -1.0037 -0.1541 -1.7491 -0.44 0.57 0.75
H 0.0033 2.1854 -1.6088 -0.61 0.89 -0.39
N 0.5072 1.4244 -1.2114 -0.51 -1.75 1.58
```
Forces are in eV/Å.

The value obtained for the LUMO energy is 0.6 eV. The energy above the lowest of the compared OMol25 structures with the same formula, charge and spin comes out at 393.5 kJ/mol. For the highest occupied orbital energy, the calculation gives -8.5 eV. For the HOMO-LUMO gap, the calculation gives 9.055 eV. The multiplicity is 1.

Atomic partial charges in e from the Löwdin method, atoms 1 to 5: atom 1 (C): 0.1316, atom 2 (C): -0.1017, atom 3 (C): -0.2106, atom 4 (C): 0.0422, atom 5 (C): -0.2789

---

2.
Below is a molecular structure, C7H7N2O2 in a non-equilibrium geometry, with properties calculated with ωB97M-V with the def2-TZVPD basis set.

```
18
Properties=species:S:1:pos:R:3:forces:R:3
C -0.9497 -1.2961 -0.0644 -1.82 -1.49 -1.59
C 0.3513 -1.7636 0.0976 -0.63 3.31 0.55
C -0.4104 0.9377 0.1501 1.25 1.11 -1.24
C -1.3727 0.0492 -0.2042 1.29 -2.51 2.17
C 0.9160 0.5447 0.3298 0.01 0.79 -0.14
C 1.3453 -0.7701 0.2746 -0.85 -2.44 -0.74
C -2.8075 0.3404 -0.0952 0.50 -1.70 -1.50
N 1.9365 1.4025 0.5367 2.11 2.37 -0.84
N 3.5585 0.4078 0.1928 0.70 1.81 -0.77
O 4.0408 0.6658 -0.8716 -1.33 -0.86 1.43
O 2.6238 -1.0807 0.2121 0.01 0.23 0.06
H -1.7378 -2.0649 -0.3172 0.71 0.62 0.62
H 0.5636 -2.7668 0.2471 0.43 -1.82 -0.22
H -0.5740 1.9894 -0.0534 -0.12 0.36 0.61
H -3.1658 0.0536 0.8589 -0.66 -0.19 0.90
H -2.9948 1.3271 -0.3142 -0.65 2.46 -0.27
H -3.2288 -0.2546 -0.8891 -1.04 -0.31 -0.08
H 1.9056 2.2787 -0.0907 0.08 -1.75 1.06
```
Forces are in eV/Å.

The value obtained for the LUMO energy is 3.8 eV. The energy above the lowest of the compared OMol25 structures with the same formula, charge and spin comes out at 479.6 kJ/mol. For the highest occupied orbital energy, the calculation gives -2.7 eV. For the HOMO-LUMO gap, the calculation gives 6.523 eV. The total charge is -1. The multiplicity is 1.

Atomic partial charges in e from the Löwdin method, atoms 1 to 5: atom 1 (C): -0.1067, atom 2 (C): -0.0254, atom 3 (C): -0.0408, atom 4 (C): -0.3479, atom 5 (C): -0.3582

---

3.
Below is a molecular structure, C7H7N2O2 in a non-equilibrium geometry, with properties calculated with ωB97M-V with the def2-TZVPD basis set.

```
18
Properties=species:S:1:pos:R:3:forces:R:3
C -1.7766 -0.7252 -0.3506 -2.75 -1.54 0.12
C -0.8900 -0.3675 -1.3848 0.79 0.18 -2.62
C 0.0843 0.4836 -0.7679 0.87 1.03 4.22
C -0.9433 -0.6596 -2.7401 0.51 1.06 -0.50
C 1.2397 1.0898 -0.9835 -0.33 -0.09 -1.76
C 1.4537 -0.5895 2.1797 -1.42 0.76 0.70
C 0.2218 0.4822 2.1137 1.54 -0.09 4.52
N -1.5811 -0.4180 0.8760 0.89 0.95 1.24
N -0.6246 0.4563 1.0520 -0.71 -0.04 -5.80
O 1.1955 -1.6302 2.7821 -0.28 -0.95 0.16
O 2.5083 -0.1594 1.7252 1.12 0.47 -0.81
H -2.7476 -1.1655 -0.4806 -0.09 -0.61 -0.68
H -0.1807 -0.2308 -3.4881 -0.98 -0.63 1.62
H -1.7730 -1.1442 -3.3104 0.56 0.22 1.20
H 1.8664 1.8358 -0.5013 -0.65 -0.59 0.93
H 1.6214 0.9277 -1.9987 -0.05 -0.13 -0.01
H 0.7336 1.4654 2.1132 -0.41 -0.32 0.16
H -0.4079 0.3490 3.1643 1.38 0.34 -2.70
```
Forces are in eV/Å.

The value obtained for the LUMO energy is 3.1 eV. The energy above the lowest of the compared OMol25 structures with the same formula, charge and spin comes out at 478.1 kJ/mol. For the highest occupied orbital energy, the calculation gives -3.4 eV. For the HOMO-LUMO gap, the calculation gives 6.461 eV. The total charge is -1. The multiplicity is 1.

Atomic partial charges in e from the Löwdin method, atoms 1 to 5: atom 1 (C): -0.1873, atom 2 (C): -0.3227, atom 3 (C): -0.0476, atom 4 (C): 0.0211, atom 5 (C): 0.0620